A structure of composition C24H36AsN3O3PS3Se2TeTi in a non-equilibrium geometry. Source: OMol25; level of theory: ωB97M-V with the def2-TZVPD basis set.

The geometry in XYZ format:
```
75
Properties=species:S:1:pos:R:3:forces:R:3
Ti -0.0403 0.0777 -0.4093 -0.972 -0.271 0.482
N -2.1992 -0.9539 -1.6807 0.308 -0.011 -0.020
N -3.2896 -1.1512 -0.8321 -0.049 0.022 -0.023
C -3.1667 -1.0648 0.5028 -0.020 0.005 -0.029
N -4.3203 -1.1242 1.1924 0.005 0.031 0.003
S -1.7022 -0.9904 1.3269 0.081 0.031 -0.021
H -2.3195 -0.0908 -2.2142 -0.039 -0.004 -0.009
H -2.1179 -1.7523 -2.3003 0.018 0.035 -0.036
H -4.2064 -1.0088 -1.2321 0.014 0.035 -0.006
H -5.2095 -0.9887 0.7409 -0.001 -0.035 -0.007
H -4.2676 -0.9551 2.1816 0.002 0.016 -0.006
Se 1.7820 -0.5906 1.3756 0.139 0.146 -0.019
P 0.7142 1.2921 1.8753 0.536 -0.715 -0.144
Se -2.0084 1.9127 -0.5294 0.357 0.240 -0.291
C 0.3082 1.1206 3.6469 -0.255 0.184 -0.027
C 1.1099 0.4345 4.5541 0.018 -0.012 -0.024
C 0.7665 0.3944 5.8957 -0.013 0.004 0.018
C -0.3841 1.0313 6.3440 0.012 -0.008 -0.009
C -1.1943 1.7067 5.4443 0.008 -0.005 0.007
C -0.8487 1.7494 4.1005 -0.038 0.027 -0.013
C 1.9634 2.6159 1.8198 -0.100 0.128 -0.093
C 1.5413 3.8559 1.3487 -0.016 0.022 0.000
C 2.4471 4.8991 1.2158 0.001 -0.004 0.015
C 3.7785 4.7053 1.5508 0.005 -0.002 -0.003
C 4.2023 3.4710 2.0287 0.007 0.015 0.006
C 3.2996 2.4279 2.1586 -0.021 -0.012 0.066
H 1.9942 -0.0833 4.2044 0.006 0.013 -0.007
H 1.3972 -0.1398 6.5949 -0.001 -0.002 0.001
H -0.6486 0.9955 7.3931 -0.005 -0.001 0.000
H -2.0960 2.1989 5.7857 -0.001 0.002 0.000
H -1.4868 2.2712 3.3956 0.012 0.002 -0.010
H 0.5062 3.9954 1.0572 0.006 -0.022 -0.035
H 2.1142 5.8555 0.8341 0.002 0.001 -0.002
H 4.4910 5.5113 1.4296 -0.005 0.009 0.022
H 5.2410 3.3201 2.2947 0.003 -0.003 -0.010
H 3.6338 1.4594 2.5103 -0.001 -0.010 -0.027
C -0.1069 -3.0077 -3.7042 -0.022 0.004 -0.026
C -0.3090 -3.7706 -2.3933 -0.051 0.012 0.049
As 0.3852 -2.7835 -0.8398 0.365 0.209 0.111
C -0.0043 -4.0177 0.6337 -0.089 0.010 0.007
C -0.0181 -5.5106 0.3314 -0.014 -0.046 -0.002
C 2.3202 -2.9990 -1.1582 -0.018 0.002 -0.074
C 3.0379 -4.1830 -0.5260 0.013 -0.046 -0.008
H -0.7943 -3.3610 -4.4747 0.029 -0.036 -0.010
H 0.9041 -3.1430 -4.0886 0.017 0.035 0.032
H -0.2492 -1.9315 -3.5872 -0.017 -0.006 -0.013
H 0.1837 -4.7438 -2.4238 -0.047 -0.019 -0.030
H -1.3702 -3.9663 -2.2119 0.002 0.018 0.040
H -0.9798 -3.7043 1.0090 0.010 0.013 -0.004
H 0.7037 -3.7651 1.4255 0.026 -0.012 -0.021
H -0.7745 -5.7627 -0.4134 0.000 0.014 -0.003
H -0.2582 -6.0744 1.2353 0.000 0.007 0.003
H 0.9395 -5.8763 -0.0342 0.002 0.013 0.000
H 2.7645 -2.0667 -0.8129 0.011 -0.008 0.008
H 2.4397 -3.0136 -2.2440 -0.012 0.028 0.002
H 2.8853 -4.2250 0.5533 -0.015 0.011 -0.003
H 4.1133 -4.1027 -0.6978 0.000 0.001 0.004
H 2.7152 -5.1345 -0.9492 -0.006 0.009 -0.014
Te -1.4312 2.4012 -2.9638 -0.173 0.225 0.174
C -3.3062 3.1421 -3.5255 -0.079 -0.071 -0.007
C -3.6905 4.4471 -3.6484 0.030 -0.037 0.023
C -5.0506 4.5939 -4.0338 -0.039 0.003 -0.003
C -5.6810 3.3971 -4.1962 0.000 0.042 -0.002
S -4.6159 2.0957 -3.8930 -0.011 -0.029 -0.011
H -3.0196 5.2721 -3.4570 0.001 0.004 0.000
H -5.5389 5.5469 -4.1784 0.003 0.002 -0.007
H -6.7058 3.2266 -4.4845 0.000 -0.014 0.001
C 3.4589 0.6038 -1.7629 -0.026 0.056 -0.013
S 1.8226 1.0618 -2.2296 -0.035 -0.254 0.062
O 0.9930 -0.1940 -2.2583 0.213 -0.167 -0.049
O 1.9049 1.7455 -3.4805 -0.052 0.060 -0.006
O 1.2320 1.7956 -1.0889 -0.017 0.127 0.052
H 3.8541 -0.0631 -2.5260 0.003 -0.002 0.000
H 3.4266 0.1362 -0.7811 -0.017 -0.001 -0.001
H 4.0355 1.5263 -1.7261 0.015 -0.008 -0.009
```
Forces are in eV/Å.

Computed properties:
lowest unoccupied orbital energy (spin up / spin down)	0.0008 / 0.0010	Ha
<S²>	0.758
total charge	0
multiplicity	2
energy	-11018.2676	a.u.

=====

A structure of composition C24H36BCsN8OS in a non-equilibrium geometry. Source: OMol25; level of theory: ωB97M-V with the def2-TZVPD basis set.

The geometry in XYZ format:
```
72
Properties=species:S:1:pos:R:3:forces:R:3
Cs -1.3222 -0.5360 -1.1952 -0.389 -0.041 1.672
C -0.1789 -3.8233 0.9311 -0.756 -0.172 -0.370
C -0.2163 -2.9287 2.1352 -0.339 1.087 -0.485
C 0.0120 -3.1386 3.5058 -0.077 0.711 -0.124
C -0.1578 -1.8705 4.0659 -0.172 0.096 -0.250
C -0.1420 -1.4067 5.4743 0.763 -0.231 0.211
N -0.4365 -0.9898 3.0849 -0.328 -0.211 -1.107
N -0.5268 -1.6458 1.8802 0.849 -0.539 0.853
B -0.5713 0.5882 3.0509 0.744 -0.178 1.152
N -1.8772 0.9231 2.3013 -0.601 1.452 -0.039
N -2.8638 0.0522 2.5000 -1.853 -0.434 0.012
C -4.0274 0.6756 2.2499 0.429 -0.382 0.104
C -5.3259 -0.0434 2.5027 0.968 -1.467 -0.715
C -3.8004 2.0091 1.8533 1.030 0.021 0.224
C -2.4121 2.1458 1.9690 0.438 -0.420 -0.475
C -1.5630 3.3530 1.7070 0.317 -0.628 -0.443
N 0.7056 1.1989 2.3843 0.383 -0.314 -1.741
N 0.8140 0.9538 1.0238 1.107 0.971 0.486
C 1.9637 1.5436 0.6352 -1.106 -1.050 -0.417
C 2.4444 1.3015 -0.7779 -0.458 0.186 0.010
C 2.5986 2.1673 1.7085 0.639 0.224 0.639
C 1.8089 1.8851 2.8159 -1.308 -0.536 -1.151
C 2.0189 2.2199 4.2229 0.451 0.049 0.851
H 0.2686 -4.8151 1.1196 -0.148 0.525 -0.155
H 0.3457 -3.2860 0.1204 0.128 -0.448 0.332
H -1.2213 -3.9614 0.5426 0.713 -0.179 0.377
H 0.2934 -4.0425 4.0177 -0.083 -0.048 0.026
H -0.0048 -2.2216 6.1855 0.087 -0.021 -0.131
H -1.0409 -0.8888 5.7253 -0.804 0.264 0.102
H 0.6483 -0.6738 5.6060 0.275 0.031 0.200
H -0.6300 1.0826 4.1849 0.058 -0.489 -0.378
H -5.1767 -1.1234 2.2506 -0.061 0.727 0.190
H -6.1369 0.2895 1.8728 -0.286 0.404 0.020
H -5.5848 -0.0397 3.5510 -0.275 0.302 0.281
H -4.4951 2.7823 1.5209 0.213 -0.369 0.265
H -2.0451 3.9022 0.9137 0.077 0.314 -0.478
H -0.5172 3.1033 1.4350 -0.730 0.109 0.047
H -1.5389 4.0214 2.5418 0.077 0.351 0.773
H 1.7749 0.5817 -1.2692 0.144 0.046 0.244
H 3.4496 0.8600 -0.7681 -0.140 0.319 -0.166
H 2.3912 2.2041 -1.4095 0.376 -0.167 0.282
H 3.5436 2.7322 1.7249 -0.618 -0.471 -0.057
H 2.9205 2.8356 4.2772 -0.201 0.088 0.257
H 2.1932 1.3277 4.8461 -0.100 0.216 -0.244
H 1.1569 2.7412 4.6361 0.086 0.120 0.101
N 1.9207 -1.3452 -3.5441 0.268 -0.162 -0.460
C 1.4018 -0.1771 -3.9870 0.480 0.892 -0.355
S -0.2339 0.1879 -4.0206 0.180 -0.238 -0.785
N 2.2678 0.7996 -4.3831 -0.386 0.156 -0.416
C 3.6780 0.7055 -4.5242 0.808 -0.297 -0.874
C 4.2882 -0.3456 -5.2985 -0.339 0.993 1.217
C 5.6664 -0.4854 -5.2119 0.282 0.529 0.161
C 6.4556 0.4044 -4.4569 -0.003 -0.240 0.290
C 5.8535 1.5120 -3.8710 -0.291 0.362 -0.793
C 4.4701 1.7249 -3.9731 0.336 -1.772 0.216
H 1.2829 -2.1364 -3.5878 0.437 0.324 0.197
H 2.9274 -1.5133 -3.6792 -0.876 0.004 0.174
H 1.8220 1.6758 -4.6794 0.197 -0.722 0.405
H 3.6944 -1.0393 -5.9042 0.131 0.349 0.354
H 6.1502 -1.2565 -5.7825 0.116 -0.327 -0.028
H 7.5327 0.2224 -4.2642 -0.845 0.128 -0.514
H 6.4626 2.2855 -3.4216 0.016 -0.148 0.241
H 4.0048 2.5474 -3.4673 -0.177 0.306 0.111
C -5.8344 -1.6761 -2.0170 -0.745 0.357 -0.340
C -5.2044 -1.7999 -3.4038 0.625 0.441 0.288
O -3.7982 -1.3738 -3.2945 -0.160 -1.188 -0.976
H -6.8220 -2.1663 -2.0606 0.209 0.307 0.057
H -5.9907 -0.6265 -1.6913 0.246 -0.623 -0.194
H -5.2686 -2.2260 -1.2579 0.135 0.208 -0.240
H -5.6974 -1.2224 -4.2175 0.175 -0.034 0.788
H -5.3070 -2.8428 -3.6984 0.478 -0.201 -0.089
H -3.2611 -1.8791 -3.9570 -0.814 0.779 0.781
```
Forces are in eV/Å.

Computed properties:
lowest unoccupied orbital energy	-0.0127	Ha
total charge	0
multiplicity	1
energy	-1892.6809	a.u.

=====

A structure of composition C24H36BeP2Si in a non-equilibrium geometry. Source: OMol25; level of theory: ωB97M-V with the def2-TZVPD basis set.

The geometry in XYZ format:
```
64
Properties=species:S:1:pos:R:3:forces:R:3
C 2.6655 1.8798 2.3760 1.053 0.898 -1.640
C 1.5174 1.2882 2.9245 -1.638 -1.800 0.459
C 1.2979 0.0404 2.2449 -0.790 0.857 2.006
H 0.8414 1.7289 3.6569 0.293 -0.176 -0.271
C 2.3284 -0.1376 1.3090 0.469 0.518 -1.584
C 3.4270 0.8477 1.5753 0.978 -0.592 1.097
H 4.2640 0.4039 2.1576 0.727 -0.276 0.245
H 3.0972 2.8331 2.6605 -0.140 -0.191 0.104
H 0.4772 -0.6473 2.4385 0.178 0.317 -0.143
H 2.4809 -1.0126 0.6777 -0.206 0.180 0.231
Be 1.2959 1.5340 1.1353 0.665 -0.577 0.555
C -0.5518 -1.3879 -0.5556 0.815 0.874 1.103
H -0.2168 -2.0854 0.2238 -0.122 0.142 -0.208
H 0.0836 -1.5061 -1.4366 -0.164 0.017 -0.132
H -0.3997 -0.3815 -0.1362 0.385 -0.064 -0.157
Si -2.3361 -1.5606 -0.8119 -1.853 -1.702 0.712
C -3.6816 -0.4217 -0.2386 -0.080 0.785 0.189
C -3.8377 -0.1091 1.1268 -0.487 0.104 -0.294
H -3.0425 -0.3569 1.8372 -0.337 0.060 -0.204
C -5.0265 0.4825 1.5762 0.183 -0.045 -0.108
H -5.1595 0.6794 2.6408 0.030 0.002 -0.284
C -6.0477 0.7982 0.6730 0.278 -0.185 -0.139
H -6.9779 1.2433 1.0304 0.277 -0.138 -0.090
C -5.8760 0.5406 -0.6915 0.183 0.000 0.036
H -6.6705 0.7785 -1.4002 0.217 0.009 0.207
C -4.6912 -0.0445 -1.1521 0.044 -0.127 0.600
H -4.5459 -0.2502 -2.2167 -0.172 0.039 0.350
C -2.7445 -3.2736 -0.2365 0.052 0.123 0.239
C -3.9766 -3.5657 0.3672 0.080 -0.575 0.213
H -4.7977 -2.8508 0.2838 0.221 -0.173 0.211
C -4.1352 -4.7509 1.0919 0.061 0.157 -0.255
H -5.0783 -4.9411 1.6019 0.187 -0.027 -0.093
C -3.0852 -5.6720 1.1816 0.104 0.190 -0.119
H -3.1918 -6.5731 1.7832 -0.017 0.181 -0.149
C -1.8909 -5.4298 0.4932 -0.167 0.082 -0.165
H -1.0717 -6.1479 0.5305 -0.243 0.089 0.008
C -1.7301 -4.2492 -0.2315 -0.248 -0.250 0.292
H -0.7991 -4.0618 -0.7703 -0.171 -0.074 0.285
H -2.4051 -1.5846 -2.5279 0.358 0.187 0.276
H -1.5831 -1.3728 -2.5207 0.614 0.274 -2.322
C -0.2645 2.3801 -0.9625 -0.930 0.284 -0.647
P 1.5462 2.5660 -0.9903 0.194 -0.851 1.530
C 1.8023 3.6983 -2.4091 -0.542 0.446 -1.105
C 2.1977 0.9879 -1.7489 -0.477 0.124 -0.148
C 3.6921 0.7262 -1.4567 0.296 0.006 -0.480
P 4.3929 1.4165 0.0791 -2.080 -0.322 0.907
C 6.0473 0.7714 0.2825 0.550 0.122 -0.310
C 4.4237 3.2016 0.0959 0.655 0.854 -0.179
H -0.6074 2.0094 0.0222 0.257 0.174 -0.637
H -0.7018 3.3772 -1.1089 -0.132 -0.039 -0.175
H -0.6187 1.7071 -1.7526 -0.143 0.117 -0.012
H 1.8912 4.7314 -2.0428 -0.044 -0.301 -0.193
H 2.7127 3.4298 -2.9663 -0.223 0.125 0.185
H 0.9301 3.6207 -3.0767 0.372 0.269 -0.207
H 1.5787 0.1480 -1.3949 0.400 0.447 -0.085
H 2.0429 1.0801 -2.8347 0.160 -0.188 0.140
H 3.8833 -0.3611 -1.4262 0.043 0.352 0.073
H 4.3181 1.1262 -2.2757 -0.181 -0.142 0.232
H 6.7103 1.2299 -0.4638 -0.047 -0.192 0.197
H 6.4057 1.0184 1.2908 -0.125 -0.077 -0.269
H 6.0515 -0.3196 0.1515 -0.063 0.319 0.085
H 4.8931 3.5725 -0.8222 0.000 0.051 0.131
H 3.4235 3.6523 0.1841 0.360 -0.587 0.013
H 5.0235 3.5260 0.9547 0.086 -0.103 -0.106
```
Forces are in eV/Å.

Computed properties:
lowest unoccupied orbital energy (spin up / spin down)	0.0138 / 0.0129	Ha
total charge	0
multiplicity	1
relative energy (zero: lowest compared OMol25 entry of this formula, charge and spin)	24.56	kcal per mole
energy	-1922.7237	a.u.